1.
{"formula": "C9H22NOPS", "method": "ωB97M-V/def2-TZVPD", "lumo_energy_ev": [0.76, -1.21], "homo_lumo_gap_ev": [5.3, 7.5], "homo_energy_ev": [-4.504, -8.738], "multiplicity": 3, "s_squared": 2.01, "molar_mass_da": 223.32, "symbols": ["S", "P", "O", "N", "C", "C", "C", "C", "C", "C", "C", "C", "C", "H", "H", "H", "H", "H", "H", "H", "H", "H", "H", "H", "H", "H", "H", "H", "H", "H", "H", "H", "H", "H", "H"], "xyz": [[-0.483, -0.561, 0.624], [1.316, -0.566, -1.118], [2.219, 0.444, -0.532], [-1.906, 2.185, 0.787], [0.264, 3.105, 0.433], [2.830, -2.600, -2.012], [-1.138, 3.178, 0.662], [0.424, -3.013, -1.252], [-3.876, 2.483, -0.696], [2.408, -2.884, 0.397], [-3.316, 2.207, 0.717], [0.499, -0.176, 2.115], [1.804, -2.393, -0.945], [3.284, -2.327, 0.632], [3.292, -3.580, -1.686], [-3.679, 1.214, 0.949], [0.559, -4.013, -1.197], [-1.268, 0.516, 0.778], [-3.784, 2.743, 1.527], [0.705, 3.819, 1.273], [-0.119, -0.393, 2.985], [3.667, -1.864, -1.754], [0.763, 0.777, 2.050], [0.142, -2.863, -2.276], [2.602, -2.430, -3.009], [0.429, 3.415, -0.576], [-3.748, 3.468, -1.096], [0.586, 2.102, 0.569], [-1.632, 4.278, 0.592], [-0.272, -2.646, -0.636], [-3.405, 1.794, -1.401], [-4.897, 2.181, -0.709], [1.303, -0.871, 2.155], [1.720, -2.738, 1.196], [2.706, -3.993, 0.452]]}



2.
{"formula": "C9H23BeN5O6", "method": "ωB97M-V/def2-TZVPD", "lumo_energy_ev": -0.07, "homo_lumo_gap_ev": 6.5, "homo_energy_ev": -6.522, "molar_mass_da": 306.32, "symbols": ["O", "O", "O", "O", "O", "O", "N", "N", "N", "N", "N", "C", "C", "C", "C", "C", "C", "C", "C", "C", "Be", "H", "H", "H", "H", "H", "H", "H", "H", "H", "H", "H", "H", "H", "H", "H", "H", "H", "H", "H", "H", "H", "H", "H"], "xyz": [[-0.586, 0.438, -2.361], [-1.270, -0.633, 2.464], [-3.645, 2.485, -1.760], [-0.036, 1.492, 2.478], [0.842, -1.930, -1.962], [2.167, 0.199, -1.850], [1.881, -0.968, 1.241], [0.482, 1.297, 1.298], [-0.857, -1.045, 1.258], [1.512, 0.676, -0.848], [0.154, -1.670, -0.844], [-0.621, -2.648, -0.363], [1.830, 1.921, -0.448], [-1.290, 0.515, -1.004], [-0.784, -3.982, -0.996], [-1.227, -2.272, 0.872], [2.786, 2.713, -1.250], [1.274, 2.270, 0.801], [-2.080, -3.186, 1.672], [1.556, 3.515, 1.552], [0.194, -0.160, 0.094], [-1.873, -0.400, -0.824], [2.819, 3.745, -0.890], [2.056, -0.234, 1.934], [1.639, -1.846, 1.702], [0.807, 4.284, 1.317], [2.541, 3.911, 1.281], [-2.056, 1.305, -1.121], [-2.470, -2.673, 2.558], [2.689, -1.090, 0.626], [-1.242, 0.677, -3.041], [-0.676, 0.933, -0.170], [-0.787, 0.332, 2.576], [3.795, 2.286, -1.179], [1.527, 3.323, 2.630], [-1.501, -4.064, 1.993], [1.419, -1.057, -2.072], [-4.456, 2.050, -1.443], [-2.923, -3.550, 1.068], [-1.841, -4.169, -1.233], [-0.457, -4.772, -0.305], [2.486, 2.715, -2.303], [-3.587, 3.302, -1.233], [-0.193, -4.034, -1.915]]}